Formula: C33H68N5O3
Source: OMol25
Level of theory: the ωB97M-V functional and the def2-TZVPD basis

The geometry in ORCA input format:
```
! wB97M-V def2-TZVPD RIJCOSX def2/J DEFGRID3
* xyz 1 1
O -0.9348 0.1017 -4.9818
O -1.7428 -6.9673 -1.8169
O -3.4348 -3.6530 1.6171
N 0.5355 1.7944 -2.2373
N -0.2823 1.0504 -4.2343
N 0.5832 -1.9341 4.1913
N 0.2890 -0.5224 -2.6335
N -0.4865 -0.2811 1.0249
C -1.1378 0.8761 1.6216
C -0.5674 -0.8099 5.7101
C 2.8869 2.3026 -1.7221
C -2.0967 5.6558 1.2820
C -0.6759 -0.4632 -0.4040
C -3.0819 -3.7646 0.2390
C 1.6870 -2.4541 3.4073
C 2.4128 -1.4443 1.1445
C -1.8497 4.9344 -0.0467
C -0.3677 4.8450 -0.4020
C -3.4165 5.2505 1.9554
C -1.3881 -6.9999 -3.2005
C 5.7507 3.5713 -2.1254
C 4.7393 3.9149 -1.0191
C -4.0865 -4.6069 -0.5276
C -3.2529 4.2226 3.0821
C 2.4933 -0.0551 0.5054
C -0.5339 2.7497 -1.8198
C 2.4553 -1.3414 2.6740
C 3.8516 2.7371 -0.6139
C 0.0449 -7.4733 -3.3823
C -1.6627 -4.2889 0.0940
C -0.7399 -2.0890 3.8804
C -1.4818 -1.3956 4.8030
C 0.1938 0.7581 -3.0232
C 0.6236 -0.7317 -1.2109
C 1.8789 0.1005 -0.9005
C 7.1059 3.1315 -1.5633
C -2.3733 -7.8416 -3.9940
C 0.6973 -1.1605 5.3095
C 1.6193 1.5862 -1.2252
C -0.0872 4.2212 -1.7697
C -4.4513 4.1856 4.0270
H -4.0998 4.8458 1.2001
H -4.0833 -5.6316 -0.1489
H -2.3459 4.4559 3.6497
H -0.6141 4.7902 -2.5409
H -1.5765 -5.3044 0.4836
H 2.5735 3.1962 -2.2668
H 0.0842 5.8397 -0.3490
H -0.9764 -3.6504 0.6585
H -1.6959 -7.8704 -1.4827
H 0.3387 -7.4493 -4.4322
H -0.3311 -0.1579 -5.6931
H -3.1192 3.2200 2.6549
H 1.2458 -3.1530 2.6921
H -2.0829 6.7364 1.1108
H 1.2868 2.0986 -0.3152
H 2.6328 -0.2395 -1.6264
H -2.2779 3.9236 0.0199
H -4.6508 5.1786 4.4364
H 3.3898 1.6615 -2.4538
H 5.8912 4.4392 -2.7755
H 2.0199 0.6683 1.1672
H -4.2745 3.5107 4.8678
H 4.1145 4.7681 -1.3027
H 7.6798 2.5596 -2.2955
H -0.8473 2.4363 -0.8183
H -3.3902 -7.4756 -3.8550
H 6.9772 2.4901 -0.6857
H 3.5500 0.2254 0.4441
H -0.8102 -0.2049 6.5705
H 1.4826 -1.9495 0.8864
H 2.3487 -3.0315 4.0558
H -1.3466 -4.3155 -0.9496
H 0.9783 4.2785 -1.9820
H -1.3781 2.6116 -2.4949
H -1.1898 0.7320 2.7028
H -0.7537 -1.1116 1.5382
H -3.1258 -2.7338 -0.1254
H 0.7325 -6.8485 -2.8118
H 1.9792 -0.3951 2.9500
H 1.6536 -0.9142 5.7417
H 5.3602 2.7771 -2.7705
H -5.3554 3.8470 3.5134
H 3.4854 -1.3008 3.0337
H 0.1486 -8.5021 -3.0275
H -0.3260 2.0017 -4.5674
H -3.8396 -4.6497 -1.5887
H -3.9134 6.1373 2.3623
H 0.8538 -1.7910 -1.1163
H -2.1592 1.0391 1.2521
H -2.3954 5.4384 -0.8534
H 3.2447 -2.0543 0.7761
H 7.7081 3.9923 -1.2681
H 0.1347 4.2395 0.3669
H 3.2726 3.0042 0.2759
H -2.5579 -1.3361 4.8275
H 5.3014 4.2327 -0.1343
H 4.5130 1.9050 -0.3487
H -2.1393 -7.8259 -5.0589
H -0.5538 1.7899 1.4500
H -1.3457 -1.3144 -0.5814
H -1.4675 -5.9574 -3.5200
H 0.7314 -1.1428 -3.2992
H -1.0694 -2.6966 3.0508
H -2.3364 -8.8806 -3.6559
H -1.2148 0.4009 -0.8042
H -1.2615 5.4419 1.9582
H -3.4337 -4.5384 1.9996
H -5.0900 -4.1982 -0.4119
*
```

## Properties
Maximum force (eV Å⁻¹): 1.0
LUMO level (eV): -2.58
Electronic energy (eV): -48910.1486
Kohn-Sham gap (eV): 7.45

Mulliken atomic charge list, values in e, 2 entries: number 1, O, carries -0.42; number 2, O, carries -0.43

---

Formula: C22H59BF4N5O6PdSi5
Source: OMol25
Level of theory: the ωB97M-V functional and the def2-TZVPD basis

The geometry in ORCA input format:
```
! wB97M-V def2-TZVPD RIJCOSX def2/J DEFGRID3
* xyz -1 3
Pd -0.2726 -0.2119 -1.6297
Si 1.9205 -0.9411 -2.0142
Si 0.1886 2.0680 -1.5672
Si -0.2692 -0.9189 1.9490
Si 1.6865 3.2648 -0.0824
Si -0.0365 3.0742 -3.7851
F -0.8142 -1.0087 -3.9216
F -2.6144 -0.5902 -5.2315
F -0.6561 -1.2652 -6.1719
F -1.9070 -2.7153 -4.9559
O -0.1094 0.5437 2.7141
O -4.5303 0.5141 -2.0930
O 1.2864 -1.4285 1.7768
O -0.8500 -0.8983 0.5030
O -2.5769 1.4381 -1.9582
O -1.0556 -1.8512 3.0782
N -4.2570 -1.9094 -3.2111
N -3.3027 0.4406 -2.0010
N -1.2488 -3.0315 -1.5032
N -2.6897 -0.7213 -1.8914
N -2.4877 -2.9758 -2.1559
C 0.9841 4.7155 -3.8000
C -3.2052 -2.4042 2.0556
C 3.3002 4.0158 -0.8473
C 2.2473 -1.9160 2.6710
C 3.6206 -1.4720 2.1483
C -2.4301 1.1327 3.1065
C 2.1295 -2.7497 -1.3298
C 0.6233 2.0756 -5.2810
C -1.5874 -4.1701 2.7187
C 2.1874 -3.4527 2.6887
C 0.6879 4.8377 0.4313
C -1.8200 3.6364 -4.2076
C -2.7044 -2.7767 4.4840
C -0.8186 0.7697 4.9957
C 3.3458 0.0602 -1.1686
C 2.2928 2.4011 1.5144
C 2.4308 -1.0590 -3.8869
C -0.5557 2.7457 3.4742
C 2.0314 -1.3889 4.0922
C -3.1463 -1.8330 -2.4324
C -2.1113 -2.7696 3.0631
C -0.9724 1.2693 3.5498
B -1.5014 -1.3907 -5.1053
H -2.5082 2.8067 -4.0975
H 2.0434 4.5253 -3.9360
H 2.4009 3.1026 2.3381
H -1.5045 1.2888 5.6645
H -1.1056 -4.1348 1.7456
H 1.1919 -3.7574 2.9955
H 0.2022 0.9311 5.3367
H 2.3815 -3.8510 1.6952
H -2.1591 4.4335 -3.5516
H -2.7742 -2.3488 1.0620
H -4.6928 -1.0065 -3.3799
H 1.5932 1.6293 1.8191
H 3.7391 -1.7972 1.1192
H -2.6600 -3.7626 -2.7708
H 3.4604 1.0565 -1.5819
H -1.2190 -2.3340 -0.7363
H -3.6318 -1.4341 2.2921
H -3.1281 -1.8017 4.7110
H -1.8888 3.9945 -5.2331
H 1.6841 1.8672 -5.1858
H -3.9969 -3.1510 2.0724
H -3.4867 -3.5268 4.5614
H 3.2576 1.9276 1.3647
H 1.0707 5.2811 1.3459
H 0.4849 2.8541 3.7652
H 3.6878 -0.3883 2.1784
H 3.6374 4.8788 -0.2795
H 4.1172 3.3020 -0.8602
H 3.2589 -1.7523 -4.0134
H -0.8662 -4.4982 3.4645
H -0.6722 3.1128 2.4594
H 2.8128 -1.7463 4.7648
H 2.0287 -0.3029 4.0704
H 1.0596 -1.7216 4.4441
H 4.2906 -0.4639 -1.2819
H 0.6674 5.3602 -4.6137
H -0.3590 4.6082 0.5973
H 0.1122 1.1239 -5.3667
H -1.9305 -2.9925 5.2183
H -1.1704 3.3439 4.1428
H -1.0254 -0.2957 5.0190
H 2.9277 -3.8520 3.3811
H 2.7389 -0.0950 -4.2802
H -0.4843 -2.8020 -2.1571
H -2.7784 0.1337 3.3417
H -2.4805 1.2697 2.0305
H 1.7205 -3.5075 -1.9951
H 3.1391 4.3405 -1.8686
H 0.8597 5.2748 -2.8798
H -4.1928 -2.4976 -4.0294
H 0.4807 2.6097 -6.2172
H 4.4140 -1.9042 2.7540
H -3.0664 1.8632 3.6044
H 1.6319 -2.8304 -0.3673
H -2.4085 -4.8831 2.6874
H 3.1869 -2.9738 -1.1947
H 0.7320 5.6021 -0.3379
H 3.1342 0.1498 -0.1113
H 1.6107 -1.4119 -4.5025
*
```

## Properties
<S²>: 2.009
Relative energy (zero: lowest compared OMol25 entry of this formula, charge and spin) (eV): 0.000
Maximum force (eV Å⁻¹): 1.8
LUMO level (alpha / beta) (eV): 1.97 / 1.27
Electronic energy (eV): -97934.1360
Kohn-Sham gap (alpha / beta) (eV): 6.37 / 7.59

natural (NBO) atomic charge list, values in e, 2 entries: number 1, Pd, carries 0.57; number 2, Si, carries 1.34

---

Formula: C68H102O51
Source: OMol25
Level of theory: the ωB97M-V functional and the def2-TZVPD basis

The geometry in ORCA input format:
```
! wB97M-V def2-TZVPD RIJCOSX def2/J DEFGRID3
* xyz 0 1
O 0.0940 1.3733 -2.8457
O 6.4691 -0.1277 -0.4626
O 2.3478 0.1985 -7.7172
O -4.5649 -2.2580 2.9328
O -2.5231 -2.3207 -3.6222
O -5.5831 -2.8792 1.0082
O 0.9973 -3.8664 0.4046
O 5.2229 -4.6117 5.2895
O 2.8391 -0.7616 -5.6368
O -3.4226 -2.6011 1.0457
O -4.6599 0.1040 -1.5390
O -4.9779 0.7448 6.2573
O 2.0828 -0.7366 6.3345
O 2.7228 -4.0311 3.2358
O 1.6292 -4.2047 5.1796
O 6.2827 0.7663 1.6466
O -2.7546 -4.0159 -5.1068
O 2.8450 0.0923 4.3875
O -0.8181 4.5640 0.6454
O 0.8997 -1.1174 -6.6205
O 0.0166 1.4256 -0.6374
O -4.2372 -0.9812 -8.3731
O 4.2634 -1.5890 -1.7121
O 0.9595 -2.6627 3.7916
O 0.0696 2.6430 4.8707
O 7.9934 1.3474 0.3115
O 0.5525 4.0806 -4.8880
O 3.3204 1.1309 6.2741
O 5.2135 -2.6106 6.2315
O -1.9548 -0.8307 -8.2777
O -1.8428 2.2322 5.9491
O -3.0881 0.4471 -9.7055
O 0.8086 2.2453 -6.1304
O 5.1482 -2.8233 4.0172
O -1.1791 3.2558 -5.9650
O 0.0071 -5.4697 1.5112
O -4.9893 1.7901 4.3520
O -2.9272 1.5105 -1.2294
O -0.0304 5.3195 2.5879
O 3.4089 -0.5693 0.0367
O -3.7479 6.6751 0.2408
O -4.9335 2.9944 6.2733
O -1.1273 -4.0321 -3.5353
O 3.6272 0.5865 -1.9625
O 1.9573 -5.9252 0.5088
O 0.0038 -0.5386 -1.6623
O -5.1554 5.0316 0.8164
O -0.8070 0.5309 4.9669
O -1.7866 3.8853 2.6063
O -3.9373 6.0845 2.4221
O -4.6908 2.1322 -2.3341
C 0.3244 -3.7595 5.7547
C 5.5217 -3.7662 3.1043
C -4.9371 -0.3283 5.2848
C -4.1330 1.1697 -1.6613
C 4.8572 -3.7647 -0.8306
C 6.8910 0.2072 -2.9161
C 0.8846 -1.9397 -5.4643
C -5.1168 0.3861 3.9561
C 0.0065 -2.5190 4.8926
C 3.8147 -2.6909 -0.8226
C 1.9908 3.7875 -5.0309
C 3.9869 1.9170 5.1959
C 6.7677 -3.3833 2.4549
C -5.7447 4.6125 2.1649
C -5.1463 -3.3657 -0.2363
C -5.9732 -1.4267 5.6866
C 0.2027 -6.9037 1.5879
C -1.7785 0.9036 -9.8004
C 0.8238 5.8883 1.5881
C 3.7941 -0.3582 -1.2518
C -0.9473 4.5413 2.0110
C -2.6456 2.8821 -1.5570
C 3.7910 1.0636 3.9400
C 0.6024 5.8910 -0.8770
C -4.1817 5.9597 1.0812
C 1.9931 2.3469 -5.3565
C -5.2647 5.6450 4.4704
C -1.0457 0.1964 -8.6938
C -0.1343 -0.8915 -0.2818
C 1.6347 -7.1325 1.2162
C 0.0700 0.4110 0.4403
C 5.2073 -3.2720 5.2509
C 1.8197 -3.6193 3.9428
C 2.0323 -0.4882 -6.7599
C -3.7351 -1.9149 -4.4816
C 2.1455 -1.5215 -4.7286
C -0.2011 3.8423 5.6341
C -1.6942 2.4199 -9.8284
C 8.4690 1.0445 -0.9953
C -1.9661 4.2237 7.3835
C -0.7591 -7.4769 0.5573
C 0.0849 0.7878 -1.7984
C -3.6482 -3.1034 -0.3485
C 3.7084 -1.8984 0.5167
C -1.3717 -2.4238 4.4214
C -3.7985 3.2095 -2.5458
C 2.6976 0.0818 5.7119
C 5.5516 -5.0564 3.9645
C 1.0322 -5.0266 0.7266
C 0.4778 5.0007 0.3651
C -0.8259 1.7222 5.1939
C -4.4942 -2.5682 1.7694
C 7.4816 -0.0496 -1.5408
C 6.8326 0.7053 0.5797
C 3.3216 1.8842 2.7514
C -3.9361 -3.2138 -5.3234
C -1.1509 0.7630 1.3073
C -4.7147 5.0862 3.1417
C -4.9458 1.9523 5.7073
C -2.8149 -4.2954 -0.5739
C -2.0497 -3.5032 -4.0248
C 2.6471 4.1075 -3.7458
C -0.0234 3.1884 -5.6870
C 0.9640 -3.3892 -5.9399
C -1.6860 3.6820 6.0164
C -3.2024 -0.5517 -8.7855
C -4.5407 4.5860 -2.3444
C -3.4758 -0.6586 -5.2212
H -1.5119 -1.4673 4.0249
H -4.4322 5.9605 5.1117
H 7.6436 -3.3035 3.1375
H -3.9289 5.4753 -2.3192
H 2.7535 1.3360 1.9549
H -2.1038 0.2420 1.0325
H 6.5633 -5.5050 3.9591
H 2.8228 2.1616 -6.0227
H -5.7987 4.8250 4.9415
H 2.5842 2.5887 3.1192
H 8.0395 -0.9797 -1.4981
H 1.8976 1.7189 -4.5121
H -1.0838 0.3871 2.3282
H -2.1344 2.8981 -8.9863
H 7.7810 0.1074 -3.5686
H -2.6556 3.5471 -0.6615
H -2.3308 2.8284 -10.6178
H -6.1762 -1.4131 6.7618
H 0.2397 -1.5865 5.3612
H -3.9558 -3.0075 -6.3913
H 3.5305 2.8998 5.1082
H 2.3039 4.5313 -5.7527
H 5.7555 -3.4266 -0.2898
H -1.3412 3.7259 8.1012
H 4.8966 -5.8689 3.6636
H 2.9338 -2.3141 1.1444
H -0.1304 -0.2959 -8.8652
H 5.0257 -4.0473 -1.8822
H -1.7361 -4.0009 -0.5127
H -3.0269 4.0439 7.5220
H -2.4460 4.0312 5.2730
H 7.1458 -4.0818 1.7158
H 9.3965 0.5851 -0.9180
H 4.6444 0.4004 3.6937
H 0.6111 -1.6464 -0.0420
H -1.4874 -3.1443 3.5880
H -4.3010 0.1700 3.1836
H 5.0668 2.0097 5.3907
H -2.0612 -2.5981 5.2265
H -1.3201 0.5881 -10.7656
H 2.7972 -3.1502 -1.1765
H -5.6178 -2.4064 5.3281
H 1.8322 -3.5416 -6.5302
H 0.0154 4.7133 4.9956
H -4.8181 -3.7719 -5.0390
H -2.8181 -0.7454 -6.1116
H -1.6845 2.9226 -2.0642
H 0.5524 6.9090 1.5219
H 6.1095 -0.5201 -3.1204
H 1.5788 6.3330 -0.7498
H 1.1871 -4.0226 -5.0143
H -0.6119 -8.5322 0.4446
H 4.5102 -4.5906 -0.1948
H -3.1833 -4.9754 0.1626
H -5.1090 4.5089 -3.2679
H -5.8509 3.5331 2.1007
H -6.6900 5.1589 2.1824
H -5.7472 -2.8223 -0.9965
H 4.1839 2.3739 2.2651
H 2.3304 3.3068 -2.9941
H -3.0488 0.0023 -4.4868
H 3.6861 3.9960 -3.9039
H 4.7351 -1.8322 0.9804
H 2.6753 -2.3504 -4.4164
H -3.1475 -4.7079 -1.5689
H 0.5447 -3.6359 6.7886
H -0.9273 0.8725 -7.8751
H -0.4568 -4.5348 5.6814
H 1.7440 -0.9765 -3.8270
H 1.1281 4.1129 0.1901
H -0.0649 -1.6878 -4.9908
H 1.7655 -8.0365 0.6135
H -0.7384 2.8103 -9.9968
H 0.3334 3.8035 6.5787
H -4.5067 -1.8383 -3.7308
H 0.5556 5.3807 -1.8415
H -0.6230 -6.9361 -0.3709
H -1.7847 -7.3142 0.8954
H -6.0738 0.1385 3.4289
H 1.0470 0.5053 0.8764
H -3.9670 -0.8164 5.3641
H -5.1999 -4.4462 -0.3830
H 6.6774 -2.4049 1.9954
H 0.0129 -7.2160 2.6226
H -6.9071 -1.2409 5.2040
H -1.7704 5.3233 7.4600
H 0.0600 -3.8015 -6.3745
H -1.4266 1.8115 1.3951
H 2.3707 5.1043 -3.3642
H -1.1404 -1.3010 -0.0827
H 4.7130 -3.9414 2.4467
H -3.4255 3.1049 -3.5627
H -0.1674 6.7153 -0.8745
H 1.8813 5.7851 1.8311
H -4.0405 4.2708 3.4376
H 2.2908 -7.1077 2.0509
H 8.5840 2.0314 -1.5143
H -5.8082 6.5805 4.2032
H -5.2399 4.4044 -1.5726
H -3.4065 -2.2197 -0.9328
H -4.4603 -0.1800 -5.3692
H 6.4964 1.2551 -2.9743
*
```

## Properties
Relative energy (zero: lowest compared OMol25 entry of this formula, charge and spin) (eV): 0.000
Maximum force (eV Å⁻¹): 3.9
LUMO level (eV): 0.23
Electronic energy (eV): -176596.3360
Kohn-Sham gap (eV): 10.54

Mulliken atomic charge list, values in e, 2 entries: number 1, O, carries -0.37; number 2, O, carries -0.04

---

Formula: C6H10N2O
Source: OMol25
Level of theory: the ωB97M-V functional and the def2-TZVPD basis

The geometry in ORCA input format:
```
! wB97M-V def2-TZVPD RIJCOSX def2/J DEFGRID3
* xyz 0 1
O -0.6035 -0.3454 1.0497
N -1.7879 -0.0723 0.5428
N -3.7062 0.7534 -0.0677
C -3.6228 -0.5164 -0.5449
C 1.7662 -1.1643 0.2380
C -2.4962 -1.0963 -0.1148
C -2.5742 1.0163 0.4900
C 0.8973 1.4234 0.0380
C 0.7777 -0.0516 -0.1660
H -4.4218 -0.9799 -1.1319
H -2.0453 -2.0724 -0.3133
H 1.6853 -1.3516 1.3800
H 0.0075 1.7923 -0.2995
H 2.8515 -0.6931 0.0809
H 1.7141 1.8177 -0.6839
H -2.1254 1.8693 0.9320
H 1.2033 1.5592 1.0097
H 0.4211 -0.1790 -1.2078
H 1.5152 -2.1526 -0.3154
*
```

## Properties
Relative energy (zero: lowest compared OMol25 entry of this formula, charge and spin) (eV): 4.303
Maximum force (eV Å⁻¹): 4.9
LUMO level (eV): 0.73
Electronic energy (eV): -11407.7847
Kohn-Sham gap (eV): 9.52

natural (NBO) atomic charge list, values in e, 2 entries: number 1, O, carries -0.42; number 2, N, carries -0.06